# C2H9N2S2

A 2-piece molecular cluster, C2H9N2S2 overall (ωB97M-V/def2-TZVPD, the Open Molecules 2025 dataset).

Last column: Mulliken charge in e.
Cartesian coordinates (Å):
C  2.630  -0.965  -1.008  -0.9347
S  1.019  -0.614  -0.285  -0.0847
S  0.389  0.826  -1.689  -0.2069
H  3.046  -0.068  -1.458  0.3446
H  3.326  -1.296  -0.234  0.3320
H  2.610  -1.695  -1.820  0.3750
H  0.818  0.171  -2.774  0.2286
N  -0.963  1.080  1.821  -0.2526
C  -2.117  0.669  1.315  0.3504
N  -2.215  -0.204  0.348  -0.1651
H  -0.175  0.947  1.191  0.0959
H  -0.852  1.091  2.823  0.2759
H  -3.028  1.026  1.771  0.3758
H  -1.399  -0.271  -0.260  0.0085
H  -3.089  -0.698  0.261  0.2573

Total energy   -26863.8693 eV
Kohn-Sham gap   8.471 eV
Maximum force   1.54 eV Å⁻¹
Highest occupied orbital energy   -12.54 eV
Charge   +1



# C20H24BrCl3N5OSSiTeTi

C20H24BrCl3N5OSSiTeTi as an isolated structure (ωB97M-V/def2-TZVPD, the Open Molecules 2025 dataset).

Last column: Mulliken charge in e.
Cartesian coordinates (Å):
Ti  -1.397  0.239  -0.153  0.5542
Te  -3.844  1.039  1.080  -0.1582
C  3.533  -1.870  -3.088  -0.9581
N  2.153  -1.436  -3.161  -0.0737
N  1.610  -0.622  -2.203  0.8006
C  0.341  -0.291  -2.576  -0.0332
O  -0.398  0.443  -1.837  0.1046
C  0.114  -0.890  -3.822  -1.1750
C  1.255  -1.590  -4.147  1.0174
C  1.549  -2.391  -5.365  -1.6754
C  2.236  -0.354  -0.951  -0.3398
C  2.486  -1.390  -0.062  0.2513
C  3.100  -1.108  1.147  -0.8866
C  3.430  0.200  1.472  -0.4804
C  3.151  1.233  0.588  -0.7509
C  2.558  0.959  -0.636  -0.1180
H  3.646  -2.733  -2.434  0.3234
H  4.153  -1.056  -2.717  0.3322
H  3.866  -2.132  -4.088  0.4258
H  -0.798  -0.833  -4.391  0.4533
H  0.649  -2.474  -5.969  0.3765
H  1.886  -3.395  -5.107  0.3774
H  2.320  -1.914  -5.972  0.3543
H  2.178  -2.397  -0.312  0.5210
H  3.301  -1.908  1.846  0.4280
H  3.901  0.416  2.422  0.4406
H  3.411  2.252  0.843  0.4578
H  2.344  1.749  -1.345  0.4518
Cl  -4.299  -2.573  -0.003  -0.2737
Si  -3.675  -0.692  -0.561  0.5509
Cl  -4.383  -0.460  -2.468  -0.2757
Cl  -0.986  -2.113  -0.374  -0.7127
Br  -2.612  2.577  -2.231  -0.0574
C  -1.314  3.285  -1.059  0.2726
C  -0.862  4.572  -1.285  -0.6950
C  0.061  5.100  -0.401  -0.3418
C  0.492  4.315  0.658  -1.0093
C  0.005  3.030  0.780  -0.2448
N  -0.889  2.501  -0.071  0.6047
H  -1.240  5.136  -2.124  0.4567
H  0.431  6.108  -0.534  0.4268
H  1.202  4.689  1.382  0.4883
H  0.327  2.386  1.584  0.4564
C  -2.060  0.761  4.720  -0.8405
N  -2.113  -0.537  4.089  0.1120
C  -3.111  -1.530  4.489  -0.5669
C  -2.915  -2.662  3.468  -0.5328
N  -1.867  -2.121  2.606  0.2586
C  -1.491  -0.904  2.973  0.0347
S  -0.326  0.041  2.144  -0.3077
H  -3.019  1.270  4.606  0.3309
H  -1.280  1.353  4.250  0.2196
H  -1.838  0.652  5.782  0.2953
H  -4.106  -1.087  4.427  0.3357
H  -2.933  -1.853  5.515  0.3420
H  -3.817  -2.856  2.893  0.2114
H  -2.584  -3.588  3.935  0.3503
H  -1.533  -2.546  1.750  0.0905

Total energy   -187360.5510 eV
Kohn-Sham gap (spin up / spin down)   7.523 / 7.523 eV
Maximum force   0.48 eV Å⁻¹
Highest occupied orbital energy (spin up / spin down)   -10.23 / -10.23 eV
Charge   +1